# C32H44N3P2PtSe

C32H44N3P2PtSe as an isolated structure (ωB97M-V/def2-TZVPD, the Open Molecules 2025 dataset).

The value obtained for the HOMO-LUMO gap (alpha / beta) is 7.403 / 6.293 eV. The spin multiplicity is 3. The net charge is +1. The calculation puts the total energy at -125534.483 eV. For the highest occupied orbital energy (alpha / beta), the calculation gives -10.229 / -11.096 eV.

CARTESIAN COORDINATES (ANGSTROEM)
N -0.708 0.115 -0.426
H 1.247 0.169 -3.968
H -1.540 -4.922 3.062
H -0.178 3.349 -5.233
C -3.560 5.003 -1.067
H 2.641 -4.416 -2.066
H -1.942 -2.409 -2.011
C -1.838 -3.938 3.422
C 0.496 0.908 -4.246
H -0.771 -5.035 -2.713
C 0.498 -1.060 6.567
C -2.246 -1.651 2.449
H 2.359 3.099 0.723
H -3.394 0.414 -0.291
H -2.487 0.301 1.646
C -2.843 1.316 -0.513
P 0.932 2.205 -1.776
H -0.122 -4.017 1.336
C 2.216 -3.345 -0.187
H 1.236 -3.059 6.128
C 3.132 -3.772 -1.339
C 0.405 0.457 4.711
Se 0.556 1.457 2.419
H 1.757 2.608 -3.944
C 3.017 -2.608 0.885
H 1.619 -2.647 3.734
H 3.867 -3.219 1.190
N 0.147 1.615 4.152
C -0.311 -4.550 -1.850
C -1.592 -2.881 2.388
H -3.438 5.439 -2.060
C 0.930 -0.576 3.835
H 2.978 3.243 -1.593
C -0.284 3.264 -4.150
C 1.230 -1.874 4.383
H 0.952 4.146 0.504
H -1.261 -3.721 4.324
H -1.053 -4.539 -1.049
H -2.889 -3.976 3.706
C -0.383 -2.097 0.434
C 1.015 -2.090 5.698
H -3.162 5.720 -0.346
C -0.659 -3.077 1.368
C -1.475 3.609 -1.227
C -3.519 2.512 -0.659
H 0.357 -1.295 7.614
N 1.093 -0.247 2.575
C 0.761 2.278 -3.626
H 2.579 4.809 0.367
H 1.883 4.786 -3.235
H -1.468 -2.781 -3.668
C 0.095 -3.125 -2.226
H -0.201 4.265 -3.734
H -2.939 -1.458 3.260
H 3.988 -4.314 -0.938
H -4.626 4.890 -0.876
C -1.090 -0.865 0.476
H 2.628 5.621 -1.882
H -0.482 0.532 -3.940
H -0.896 -1.297 -2.900
H -4.594 2.533 -0.528
H 0.847 -3.148 -3.020
C -1.452 1.262 -0.674
H 0.885 5.452 -1.936
H -0.182 0.954 6.748
P 0.912 -2.239 -0.837
H -1.290 2.896 -3.945
H 3.519 -2.894 -1.864
C -0.774 2.418 -1.148
C -2.013 -0.661 1.519
C -1.121 -2.348 -2.729
H 0.527 -5.169 -1.532
C 1.964 3.935 0.150
H 2.415 -2.376 1.762
C 0.200 0.172 6.107
C 1.822 4.940 -2.159
C -2.843 3.690 -0.964
C 1.990 3.654 -1.351
H 0.485 1.004 -5.334
H -0.958 4.510 -1.531
H 3.397 -1.659 0.502
Pt 1.265 0.027 -1.111
H 1.742 -4.223 0.259

=====

# C32H44N7O2Pd

C32H44N7O2Pd as an isolated structure (ωB97M-V/def2-TZVPD, the Open Molecules 2025 dataset).

The value obtained for the HOMO-LUMO gap is 5.185 eV. The spin multiplicity is 1. The net charge is -1. The calculation puts the total energy at -51901.234 eV. For the highest occupied orbital energy, the calculation gives -2.714 eV.

CARTESIAN COORDINATES (ANGSTROEM)
H -6.151 -0.945 -2.539
H 1.127 -2.160 3.246
C -0.943 -2.488 3.601
H 1.710 -4.256 -2.599
C -3.799 0.527 -0.550
O 0.102 4.473 -1.158
O 0.229 6.001 0.334
C -5.213 -0.811 -2.013
C 2.449 -2.900 -1.070
H 2.102 -1.361 1.538
H -5.763 1.081 -1.184
C 2.330 -3.358 -2.529
C 2.759 -0.401 -0.568
C -3.007 -1.604 -1.419
H -2.084 1.644 1.664
H -4.363 -2.648 -2.708
H -3.096 -2.709 3.590
H -3.432 -1.523 1.498
H 6.472 -0.628 -1.687
C -1.922 -2.658 -1.586
H 0.075 1.132 2.914
H -3.210 -4.414 -1.717
C -1.344 -1.058 1.123
H -0.791 -3.017 4.532
H -3.208 2.943 -1.634
C -3.173 1.734 1.639
C -2.381 -4.039 -1.108
H 2.315 -4.898 -0.238
H 5.478 1.559 -1.103
H 5.060 -2.649 -1.669
H -1.073 -2.358 -0.977
H -0.474 3.136 3.904
H -1.560 -4.760 -1.176
C 2.980 -4.031 -0.187
C -4.988 0.322 -1.247
N 1.428 -0.356 -0.108
H -0.615 -3.430 -3.142
Pd -0.091 1.567 0.104
H -0.747 5.911 1.997
C 3.540 0.769 -0.657
H -2.663 3.765 -0.159
C -0.130 4.049 2.167
H 1.909 1.982 -0.027
C 3.690 2.777 0.871
C 2.967 2.134 -0.315
N -0.837 5.116 2.618
H 1.446 -2.662 -0.728
C 0.116 -1.996 2.879
C 4.868 0.661 -1.056
H 3.122 3.635 1.244
C -1.435 -2.712 -3.038
H -3.598 0.861 2.139
H 1.599 1.753 3.210
H -2.712 -3.994 -0.069
H -4.659 2.287 0.229
H -3.467 2.630 2.199
H 3.047 -3.714 0.857
N 0.135 4.803 -0.008
C 1.220 -0.979 0.999
C 3.003 3.055 -1.537
H -2.241 -3.014 -3.715
H 3.815 2.061 1.690
C 4.635 -1.697 -1.367
H 3.313 -3.587 -2.950
H 3.990 3.047 -2.010
N 0.174 3.132 3.131
H 3.976 -4.351 -0.507
C -3.657 1.849 0.188
C -2.426 -1.648 1.881
N -1.539 -0.348 0.018
H -0.744 5.334 3.597
C 5.430 -0.562 -1.393
H -1.777 2.326 -0.788
C 3.302 -1.640 -0.972
N 0.711 1.902 2.756
H 4.686 3.133 0.587
C -0.023 -1.302 1.657
C -4.210 -1.764 -2.096
C -2.784 -0.457 -0.617
H 1.874 -2.576 -3.141
H 2.258 2.742 -2.271
N 0.200 3.792 0.927
C -2.773 2.789 -0.641
H -1.075 -1.730 -3.354
H 2.777 4.089 -1.256
C -2.235 -2.311 3.061

=====

# C32H45AsCoN5O5PTe

C32H45AsCoN5O5PTe as an isolated structure (ωB97M-V/def2-TZVPD, the Open Molecules 2025 dataset).

The value obtained for the HOMO-LUMO gap (alpha / beta) is 9.197 / 5.987 eV. The spin multiplicity is 5. The net charge is +3. The calculation puts the total energy at -166630.946 eV. For the highest occupied orbital energy (alpha / beta), the calculation gives -15.816 / -15.815 eV.

CARTESIAN COORDINATES (ANGSTROEM)
C 4.571 1.083 -1.240
C 2.596 -3.696 0.831
C -1.519 -1.628 -1.904
H 2.436 -3.389 1.854
H -1.380 -4.962 -0.011
H 3.126 2.288 3.959
N -1.247 -1.702 -0.449
C -0.807 3.111 -3.525
H 4.144 0.727 5.583
H 2.449 -6.471 -1.103
H -0.909 2.312 5.859
H -0.748 -4.601 -1.624
C -1.235 -4.176 -0.749
O 0.434 -1.443 2.141
C -3.634 3.974 -0.371
N -0.716 0.498 2.163
C 2.425 -5.029 0.482
C 3.348 1.271 3.665
H 0.492 -2.869 -0.631
H -3.145 -4.524 -1.483
H -0.640 -1.243 4.771
C 3.927 0.396 4.576
H -2.076 2.667 1.926
C -2.456 -2.770 -2.347
C 2.562 -5.428 -0.842
H -0.700 4.091 -3.982
Co -0.084 0.093 0.173
C 2.914 -2.765 -0.155
H 0.816 -0.222 4.689
H -3.102 -0.857 -0.001
C 3.093 0.851 2.367
H -0.357 -3.041 0.892
H -1.972 -0.666 -2.124
N -1.944 2.367 2.882
C -3.305 -3.033 -0.050
C -1.485 1.421 5.609
P -1.317 2.693 -0.943
N -2.597 -3.715 -1.189
C 6.756 0.792 -2.191
H -1.371 0.697 6.411
C 4.576 -0.256 -0.856
C 5.668 -1.073 -1.132
C -0.097 -0.545 2.783
H 0.180 2.763 -3.217
C -1.254 1.265 3.140
C 6.760 -0.540 -1.803
H -2.543 1.667 5.533
H -2.312 2.938 3.624
H 5.685 -2.111 -0.823
N -1.013 0.815 4.369
H 5.670 2.643 -2.213
H -3.009 5.929 0.261
H -0.563 -1.682 -2.424
H 4.331 -2.307 2.591
H 3.293 -2.442 -2.258
H -2.860 5.651 -1.487
C -2.529 -1.740 0.278
O -2.331 3.356 0.042
H -2.063 -3.342 -3.185
H 3.714 1.714 -1.032
H -2.325 -1.691 1.345
C 5.664 1.605 -1.911
H -4.327 -2.842 -0.370
C 3.042 -3.163 -1.489
H -0.958 2.013 -5.335
O -1.604 3.368 -2.308
C -0.185 -0.382 4.279
H -1.605 1.153 -3.930
C -1.522 2.129 -4.409
H -4.448 5.887 -0.754
C 4.012 -1.319 2.888
C 2.861 -4.495 -1.829
As 3.119 -0.906 0.159
H 2.678 1.543 1.647
O 1.725 -0.117 -0.433
H 2.193 -5.759 1.247
H -4.290 3.760 0.469
C 4.265 -0.893 4.186
H -3.457 -2.424 -2.598
H 7.609 1.202 -2.714
C -3.462 5.446 -0.604
H 2.979 -4.811 -2.856
Te 0.843 3.228 -0.010
H -2.518 2.486 -4.663
H 7.615 -1.165 -2.019
C 3.412 -0.449 1.983
H -3.323 -3.741 0.777
O -1.384 1.183 -0.984
C -0.495 -2.952 -0.178
H -3.987 3.433 -1.246
H 4.751 -1.561 4.883

=====

# C32H45BrCl4N2O2SiTl

C32H45BrCl4N2O2SiTl as an isolated structure (ωB97M-V/def2-TZVPD, the Open Molecules 2025 dataset).

The value obtained for the HOMO-LUMO gap is 5.869 eV. The spin multiplicity is 1. The net charge is +1. The calculation puts the total energy at -173690.658 eV. For the highest occupied orbital energy, the calculation gives -10.868 eV.

CARTESIAN COORDINATES (ANGSTROEM)
H -4.764 -1.750 6.003
H -0.086 4.026 1.086
N 0.888 -2.573 -0.752
H -4.420 -3.729 3.130
H -0.177 -3.971 4.001
Tl 0.255 0.079 -0.259
H -3.016 -0.752 7.097
H 0.548 -1.788 6.754
H 0.125 -5.827 -1.104
C 0.724 -4.926 -1.142
C -3.952 0.563 4.655
C 2.155 -2.626 -1.197
H -3.633 -4.081 5.577
C 2.484 0.238 3.179
C 2.021 -4.952 -1.594
C 2.496 2.469 -0.496
C -4.024 -0.875 4.119
H 0.556 -2.098 5.013
H -0.158 0.363 6.638
Cl -6.266 -0.663 -3.975
C 0.175 -3.704 -0.723
C -5.057 -1.657 4.954
C 1.643 2.858 0.531
H -1.558 -1.239 7.957
H 4.970 1.744 -1.712
H 2.460 -5.887 -1.922
C 4.245 0.957 -1.499
Cl -5.447 2.207 -4.725
Cl -3.052 3.631 -3.311
H -1.632 0.926 5.861
Si -2.325 -1.729 4.260
H -0.311 -3.185 6.117
H -5.233 -2.661 4.561
H -1.546 -2.738 -0.139
H -1.906 -4.332 5.872
O -2.442 -0.737 -0.787
H 2.544 -0.839 3.000
C 3.331 1.358 -0.368
H 3.794 -3.760 -1.977
C -4.542 1.412 -3.531
C -3.401 -3.896 2.776
H -0.730 -3.590 2.366
N -1.106 -3.638 -0.238
H 3.356 0.521 3.775
H -3.824 -0.258 2.023
H 0.973 2.405 2.522
H 1.293 4.980 0.538
H 3.682 0.782 -2.418
H -3.166 1.148 4.170
H 2.513 3.044 -1.420
H -3.321 -4.954 2.499
H -1.092 -5.163 3.083
C -0.062 -2.142 5.915
H 4.798 0.049 -1.258
C -1.309 -1.253 5.807
C -4.293 -0.691 -2.229
H 0.315 4.099 -0.635
C -3.117 -0.121 -1.566
C 0.738 4.054 0.370
H -5.474 -0.241 2.662
C -4.525 -0.793 2.667
Cl -4.736 -2.276 -1.775
C -2.692 -4.397 5.117
C -3.514 2.035 -2.939
H -4.716 -1.771 2.226
C 2.771 -3.775 -1.627
C 3.299 0.634 0.822
Br -1.105 -0.800 2.516
H -2.560 -2.459 7.173
C -2.726 1.342 -1.909
H -6.016 -1.125 4.928
H -2.796 -5.455 4.850
H -3.243 -3.300 1.871
H -4.909 1.059 4.456
C -0.999 -4.091 3.298
O -1.802 1.843 -1.333
C 1.638 2.113 1.712
H -0.252 0.435 4.875
H -3.793 0.590 5.734
C -4.943 0.016 -3.165
C -2.346 -3.593 3.850
H 2.695 -1.678 -1.193
C -2.171 -1.444 7.072
H 3.950 -0.230 0.938
C 2.469 1.008 1.881
H -1.711 -4.429 -0.357
C -0.821 0.206 5.779
H 1.591 0.439 3.773

=====

# C32H45BrHfN2P2

C32H45BrHfN2P2 as an isolated structure in a non-equilibrium geometry (ωB97M-V/def2-TZVPD, the Open Molecules 2025 dataset).

The value obtained for the HOMO-LUMO gap is 4.667 eV. The spin multiplicity is 1. The net charge is +4. The calculation puts the total energy at -126777.356 eV. For the highest occupied orbital energy, the calculation gives -19.194 eV.

CARTESIAN COORDINATES (ANGSTROEM)
H 3.764 -1.534 -1.771
H -5.057 -0.707 0.231
H 3.974 -1.019 -0.102
C -4.667 -0.399 4.022
C 3.843 2.920 -1.713
C -0.877 2.190 -3.208
H 2.573 -2.237 0.454
C -4.165 0.518 1.820
H -1.569 -0.231 6.457
H 0.361 -2.368 1.269
H -1.626 -3.375 1.513
H 5.246 0.378 -2.520
H -0.080 -3.607 0.079
P 2.568 0.451 -1.325
N -0.017 0.906 1.116
C 0.584 -0.155 6.308
C 0.146 2.889 -2.534
H 3.912 3.962 -1.371
H 3.236 2.966 -2.640
H 0.677 4.005 -0.753
C -3.352 1.375 -0.412
C -0.085 3.376 -1.208
H -3.389 1.304 3.693
C -5.678 -1.351 2.190
C 1.686 -0.083 5.444
C 0.461 -2.659 0.216
H 2.692 -0.121 5.863
H 6.077 -0.708 -1.428
C -0.918 -0.115 4.408
H 2.365 0.181 3.423
H -1.266 -0.612 -3.693
H -2.245 -1.782 1.925
H -1.645 3.559 0.351
C -0.708 -0.174 5.785
H -1.943 -0.204 4.018
H -2.945 -1.451 -0.515
Br 1.531 3.768 -3.828
C 3.959 -0.658 -1.137
C -1.341 3.049 -0.574
H 4.841 2.546 -1.969
H 4.144 1.276 -3.946
H -3.329 -3.029 1.345
H 3.783 1.849 0.187
C 0.181 0.086 3.539
H 2.198 -3.901 0.148
C -3.578 1.524 0.934
H -2.401 -1.790 -3.031
H 1.558 1.131 -3.464
H 5.482 0.839 -0.823
H -0.722 1.936 -4.253
H -0.418 -3.248 -2.286
C 3.447 0.466 -4.182
P -0.532 -1.426 -0.750
H 3.016 0.694 -5.168
H -3.314 2.466 1.436
H 3.978 -0.490 -4.268
C 3.133 2.084 -0.667
C -0.026 0.393 2.191
H 2.133 -2.763 -1.182
C 2.297 0.359 -3.179
C -2.102 1.929 -2.583
H 1.803 -0.611 -3.343
H 2.290 2.660 -0.231
Hf 0.209 1.145 -0.960
C -2.158 -2.165 -0.247
H -3.729 0.473 -0.944
H 0.669 -1.936 -2.777
C -4.032 0.563 3.227
C -2.331 -2.600 1.203
H -2.992 1.617 -3.141
C -0.346 -2.155 -2.412
H -4.521 -0.427 5.102
H -2.281 -3.052 -0.890
C 1.501 0.063 4.078
C -2.247 2.113 -1.172
N -5.526 -1.276 3.505
H -6.410 -2.071 1.816
H -1.312 -2.248 -4.346
C -4.962 -0.527 1.299
C 1.911 -2.881 -0.122
C -1.384 -1.669 -3.418
C 5.260 0.013 -1.497
H 0.737 -0.209 7.391

=====

Please write out number 5 again, unchanged.
# C32H45BrHfN2P2

C32H45BrHfN2P2 as an isolated structure in a non-equilibrium geometry (ωB97M-V/def2-TZVPD, the Open Molecules 2025 dataset).

The value obtained for the HOMO-LUMO gap is 4.667 eV. The spin multiplicity is 1. The net charge is +4. The calculation puts the total energy at -126777.356 eV. For the highest occupied orbital energy, the calculation gives -19.194 eV.

CARTESIAN COORDINATES (ANGSTROEM)
H 3.764 -1.534 -1.771
H -5.057 -0.707 0.231
H 3.974 -1.019 -0.102
C -4.667 -0.399 4.022
C 3.843 2.920 -1.713
C -0.877 2.190 -3.208
H 2.573 -2.237 0.454
C -4.165 0.518 1.820
H -1.569 -0.231 6.457
H 0.361 -2.368 1.269
H -1.626 -3.375 1.513
H 5.246 0.378 -2.520
H -0.080 -3.607 0.079
P 2.568 0.451 -1.325
N -0.017 0.906 1.116
C 0.584 -0.155 6.308
C 0.146 2.889 -2.534
H 3.912 3.962 -1.371
H 3.236 2.966 -2.640
H 0.677 4.005 -0.753
C -3.352 1.375 -0.412
C -0.085 3.376 -1.208
H -3.389 1.304 3.693
C -5.678 -1.351 2.190
C 1.686 -0.083 5.444
C 0.461 -2.659 0.216
H 2.692 -0.121 5.863
H 6.077 -0.708 -1.428
C -0.918 -0.115 4.408
H 2.365 0.181 3.423
H -1.266 -0.612 -3.693
H -2.245 -1.782 1.925
H -1.645 3.559 0.351
C -0.708 -0.174 5.785
H -1.943 -0.204 4.018
H -2.945 -1.451 -0.515
Br 1.531 3.768 -3.828
C 3.959 -0.658 -1.137
C -1.341 3.049 -0.574
H 4.841 2.546 -1.969
H 4.144 1.276 -3.946
H -3.329 -3.029 1.345
H 3.783 1.849 0.187
C 0.181 0.086 3.539
H 2.198 -3.901 0.148
C -3.578 1.524 0.934
H -2.401 -1.790 -3.031
H 1.558 1.131 -3.464
H 5.482 0.839 -0.823
H -0.722 1.936 -4.253
H -0.418 -3.248 -2.286
C 3.447 0.466 -4.182
P -0.532 -1.426 -0.750
H 3.016 0.694 -5.168
H -3.314 2.466 1.436
H 3.978 -0.490 -4.268
C 3.133 2.084 -0.667
C -0.026 0.393 2.191
H 2.133 -2.763 -1.182
C 2.297 0.359 -3.179
C -2.102 1.929 -2.583
H 1.803 -0.611 -3.343
H 2.290 2.660 -0.231
Hf 0.209 1.145 -0.960
C -2.158 -2.165 -0.247
H -3.729 0.473 -0.944
H 0.669 -1.936 -2.777
C -4.032 0.563 3.227
C -2.331 -2.600 1.203
H -2.992 1.617 -3.141
C -0.346 -2.155 -2.412
H -4.521 -0.427 5.102
H -2.281 -3.052 -0.890
C 1.501 0.063 4.078
C -2.247 2.113 -1.172
N -5.526 -1.276 3.505
H -6.410 -2.071 1.816
H -1.312 -2.248 -4.346
C -4.962 -0.527 1.299
C 1.911 -2.881 -0.122
C -1.384 -1.669 -3.418
C 5.260 0.013 -1.497
H 0.737 -0.209 7.391

=====

- Which formula does entry 2 have?
  C32H44N7O2Pd

=====

- Which of these has the lowest net charge?
  C32H44N7O2Pd

=====

- spin multiplicity of number 3 (C32H45AsCoN5O5PTe)?
  5